A 2-piece molecular cluster, C3H11NOS2 overall at a distorted geometry, computed with the ωB97M-V functional and the def2-TZVPD basis.

The strongest force on any atom comes out at 1.5 eV/A. The SMILES is C[C@@H](N)CSS.O. The total energy is -28497.178 eV. As for the total charge: 0. The calculation puts the HOMO energy at -8.57 eV.

XYZ file:
```
18
C3H11NOS2 | OMol25 | the ωB97M-V functional and the def2-TZVPD basis
H 0.2898 1.0022 -3.2929
H -1.8624 1.6212 -0.5712
H 1.5959 1.8771 -0.8618
C -0.0280 0.6744 -1.2037
C -1.5656 0.8256 -1.2445
C 0.5132 0.2282 -2.5497
H 1.1086 -3.3544 5.8527
N 0.5828 1.9181 -0.7881
H 1.5790 0.0238 -2.4666
S -1.9534 -0.2434 1.5543
H -1.8804 0.8932 -2.2829
S -2.4023 -0.6222 -0.4769
H 0.3711 2.1883 0.1612
H 0.0865 -0.7242 -2.8678
H 2.1099 -2.8386 4.8342
H -0.7335 0.2255 1.2646
H 0.2432 -0.1127 -0.4921
O 1.9457 -3.5822 5.4312
```

Atom charges from the Mulliken analysis, given in e for atoms 1 to 4: number 1, H, carries 0.389; number 2, H, carries 0.396; number 3, H, carries 0.225; number 4, C, carries 0.689

C3H3F3O as an isolated structure at a distorted geometry, computed with the ωB97M-V functional and the def2-TZVPD basis.

The strongest force on any atom comes out at 8.2 eV/A. Its spin multiplicity is 3. The total energy is -13354.289 eV. As for the total charge: 0. Its expectation value of S² is 2.011. The calculation puts the HOMO energy (spin up / spin down) at -6.37 / -13.65 eV.

XYZ file:
```
10
C3H3F3O | OMol25 | the ωB97M-V functional and the def2-TZVPD basis
H -0.8499 -1.4788 0.2837
F 0.4290 1.2340 -1.1189
O 1.0260 1.0266 1.3624
C -0.6690 -0.4302 -0.0041
F 0.0138 -0.6423 -2.3147
H -0.4917 0.3853 2.5207
C 0.3839 -0.1032 -1.0192
F 1.6259 -0.6606 -0.8591
C 0.0126 0.4756 1.5417
H -1.4805 0.1935 -0.3926
```

Atom charges from the Mulliken analysis, given in e for atoms 1 to 4: number 1, H, carries 0.345; number 2, F, carries -0.214; number 3, O, carries -0.273; number 4, C, carries -0.619

A 2-piece molecular cluster, C4H10NO3S overall at a distorted geometry, computed with the ωB97M-V functional and the def2-TZVPD basis.

The strongest force on any atom comes out at 1.9 eV/A. The total energy is -22780.073 eV. As for the total charge: -1. The calculation puts the HOMO energy at -3.36 eV.

XYZ file:
```
19
C4H10NO3S | OMol25 | the ωB97M-V functional and the def2-TZVPD basis
C 1.2699 0.0469 0.7493
H 1.5847 -1.7997 0.0893
O 1.5438 -0.2409 1.9081
O -1.9586 -2.3906 0.6877
S -1.8795 1.6674 -0.5422
H 0.8816 1.6558 -0.6381
H -1.0973 -0.0615 -1.2521
N 1.4120 -0.8837 -0.2509
H -1.0074 0.9306 1.5882
H 1.4995 2.0712 0.9221
C 0.7748 1.4405 0.3986
H 1.1028 -1.5997 -2.1341
H -1.3228 -1.9102 0.0722
O -0.6601 -0.9363 -1.4093
C 0.7327 -0.7866 -1.5222
H -0.7628 2.6553 1.3107
H -2.4512 -1.6965 1.0947
H 1.0065 0.1572 -1.9347
C -0.6686 1.6808 0.8629
```

Atom charges from the Mulliken analysis, given in e for atoms 1 to 4: number 1, C, carries 0.432; number 2, H, carries 0.271; number 3, O, carries -0.671; number 4, O, carries -0.694

C30H89CsF3N6O13 as an isolated structure at a distorted geometry, computed with the ωB97M-V functional and the def2-TZVPD basis.

The strongest force on any atom comes out at 4.8 eV/A. The total energy is -76793.317 eV. As for the total charge: +1. The calculation puts the HOMO energy at -9.19 eV.

XYZ file:
```
142
C30H89CsF3N6O13 | OMol25 | the ωB97M-V functional and the def2-TZVPD basis
H -1.3480 -8.3731 -7.4645
H 1.9339 -8.1780 -6.4698
C -2.8135 9.7163 -4.7808
C 2.3524 -8.3230 -2.7763
C -1.7947 1.8333 -4.4155
O 1.5330 7.1815 5.1804
C -0.0182 7.3623 -4.0209
F -1.2123 2.0277 1.7692
H -2.7514 6.9916 1.8546
H 4.2113 -9.5842 -4.3136
H -5.9392 2.4710 8.7533
H 0.5706 -7.8588 -9.0098
C -6.7538 3.1329 9.0471
H 0.0182 5.7017 5.1281
H 2.5891 3.5639 9.1772
H 2.3703 0.7755 8.4043
O -2.7138 2.6746 -5.0299
H 6.8087 -6.4749 -5.1838
H 5.0357 -0.3767 -0.3384
H -2.9664 9.4048 -5.8141
H 1.9142 -4.8701 3.3233
H -6.3632 3.9430 9.6629
N 1.5407 -0.2531 5.6337
H 2.8651 -3.7375 4.9855
H 5.9392 0.8674 -0.3902
C 0.6791 -1.4978 -0.8409
O 1.2424 -5.2776 -8.0502
C 1.8257 -5.2087 4.3556
H 4.7089 -4.9803 0.9203
H 5.8698 -7.5561 -6.1091
H 2.4424 -7.0569 -7.5054
H -0.8567 -1.8736 -2.2980
C -2.6299 8.0527 1.6367
C 1.6479 3.0698 9.4183
H 0.6101 8.4460 -5.6445
H 6.3204 -3.3255 1.0282
C 0.8696 0.3522 6.7970
C 0.1214 0.4539 0.4672
H 1.8106 -6.2986 4.3448
H -5.5960 4.8352 7.2465
C 0.1820 -2.1326 -2.0927
H 4.5384 -9.2444 -2.5941
H 4.6963 0.7156 -1.5686
H 4.3585 -4.5669 -0.6872
H 5.9813 -5.1832 -0.3072
H 1.5269 -7.6299 -2.9384
H -3.4295 2.9260 -4.4415
H -2.3955 0.9756 -4.1133
C -7.3542 3.8021 7.7972
H -1.5401 8.0545 1.6153
H 0.8049 -5.0727 4.7128
H 1.8694 7.3214 -5.0735
C 1.4696 -4.1073 -7.2703
H -1.4067 2.2530 -3.4874
H 0.3262 6.2877 6.6199
H 1.6584 0.5025 4.9738
C -6.2863 4.1354 6.7756
H -6.1371 5.1115 3.6722
H 0.9205 -0.8464 5.1012
H 4.3324 1.1419 -0.0755
H -6.0725 -1.5185 -4.1509
C 0.2785 6.6522 5.5938
H -0.0825 -9.7270 -7.3431
C 0.2118 -0.7448 7.6247
H -0.5116 -1.3777 7.1107
C 5.8947 -7.0669 -5.1354
H 0.2821 -6.1173 -6.4873
H 0.8087 -1.7898 -2.9161
H 5.0178 -6.4257 -5.0460
C -5.7932 4.9541 4.6945
N -8.2360 2.7797 7.2226
O -6.3202 -1.8887 -3.3005
F -2.0997 1.2736 -0.0056
O 1.4669 0.8542 0.7583
H -5.7391 3.2481 6.4573
C 5.1721 -4.5394 0.0376
N 7.0589 -8.6924 -3.8722
H 0.5592 6.7064 -6.0027
H 7.9159 -8.1719 -3.9939
C 0.2817 -6.2371 -7.5707
O 2.8561 -4.6525 5.2757
H 1.7590 2.2683 10.1485
H -5.2943 5.8613 5.0352
H 5.9412 -7.1613 -3.0715
H -7.4660 2.5719 9.6523
C -0.9080 1.6015 0.4958
C 0.8005 7.4505 -5.2436
H -7.9474 4.6721 8.0788
H 1.3076 5.9290 -3.6360
O 5.7603 -3.3237 0.2486
H -1.9084 7.0326 -4.9884
C 5.8576 -7.9192 -3.8504
O 3.4218 -7.9399 -3.5791
H -4.4659 -2.8644 -3.1509
H 2.0282 -9.3409 -2.9931
H -0.7593 -5.9954 -7.7853
H -0.3067 -8.5316 -6.1602
H -2.1908 7.2467 -3.3508
N 1.9463 -7.9349 -7.4500
H 0.3070 -3.2085 -1.9708
H -5.1958 4.0525 4.5592
O -3.1852 8.2898 0.4231
N 4.9919 0.5950 -0.6104
H 0.0545 0.9535 6.3944
F -0.5394 2.6274 -0.2273
C 1.7555 1.3312 7.6962
Cs 2.4291 5.6807 0.4962
H -0.2525 -0.2387 8.4711
H 0.5360 -2.2340 -0.0500
H -4.9083 -1.5915 -1.9631
H 7.2132 -9.0992 -2.9607
H 1.8631 -4.4213 -6.3035
H -4.1139 8.5186 0.5047
H -8.4903 3.1561 6.3204
H -5.5486 -3.0935 -1.7338
C -1.5382 7.6130 -4.1433
C 4.5475 -8.8299 -3.6021
H -2.7087 10.7998 -4.8368
H -3.6586 9.3889 -4.1752
H -8.9914 2.8824 7.8851
H -0.5564 7.3247 5.3969
N 0.3182 6.0777 -3.4981
O -6.8056 4.6737 5.5779
H 2.1884 -3.4035 -7.6899
C -5.2698 -2.4327 -2.5546
O 1.0117 2.4143 8.3395
H 0.6346 -3.4268 -7.1038
H 1.6698 8.0903 5.4576
H 0.8692 3.6870 9.8664
C 0.6133 -7.6815 -7.9352
H -0.9745 1.4535 -5.0247
H -0.1076 5.3956 -4.1092
H 2.4003 1.8349 6.9760
H 0.9377 -1.3906 8.1187
H 2.5875 -8.3302 -1.7120
H -0.2247 -0.3747 1.0851
H -2.9611 8.6688 2.4727
O -1.5858 9.0632 -4.2988
H 1.7449 -1.3058 -0.9648
C -0.3229 -8.6687 -7.2415
O 0.2056 -0.1759 -0.7670
H 0.3460 7.9967 -3.2127
```

Atom charges from the Mulliken analysis, given in e for atoms 1 to 4: number 1, H, carries 0.370; number 2, H, carries 0.228; number 3, C, carries -0.729; number 4, C, carries -0.868